Record 1
Below is a cluster of 3 separate species, C21H44BN2O7S in total in a non-equilibrium geometry, with properties calculated with ωB97M-V/def2-TZVPD.

CARTESIAN COORDINATES (ANGSTROEM)
C (0.132, -4.051, -3.676)
C (0.578, -2.854, -4.673)
B (-0.275, -1.468, -4.424)
O (0.175, -0.253, -5.049)
C (-1.591, -1.488, -3.454)
C (-1.438, -0.886, -2.005)
C (-2.769, -0.942, -1.218)
C (-4.040, -1.572, -1.815)
N (-4.008, -2.084, -3.118)
N (-2.880, -1.990, -3.784)
C (-2.959, -2.531, -5.207)
C (-4.402, -3.104, -5.600)
C (-4.563, -4.633, -5.092)
S (-5.714, -4.856, -3.656)
H (-0.708, -4.685, -4.153)
H (0.998, -4.795, -3.506)
H (-0.179, -3.697, -2.638)
H (0.444, -3.258, -5.735)
H (1.680, -2.636, -4.423)
H (0.954, -0.498, -5.609)
H (-0.463, -0.453, -1.614)
H (-2.820, -0.515, -0.159)
H (-4.981, -1.585, -1.163)
H (-2.732, -1.686, -5.961)
H (-2.222, -3.405, -5.360)
H (-5.282, -2.434, -5.339)
H (-4.402, -3.176, -6.754)
H (-3.538, -5.117, -4.878)
H (-4.998, -5.246, -5.968)
H (-4.956, -5.319, -2.567)
C (0.297, 5.139, 2.639)
O (0.947, 4.958, 1.390)
C (2.066, 4.086, 1.423)
C (1.937, 2.880, 0.487)
O (0.851, 1.978, 0.685)
C (-0.474, 2.489, 0.589)
C (-0.929, 3.093, -0.745)
O (-0.145, 4.195, -1.177)
C (0.512, 4.000, -2.418)
H (0.589, 6.101, 3.066)
H (-0.781, 5.162, 2.460)
H (0.505, 4.333, 3.349)
H (2.288, 3.744, 2.443)
H (2.927, 4.672, 1.086)
H (2.842, 2.277, 0.627)
H (1.974, 3.184, -0.557)
H (-0.666, 3.168, 1.417)
H (-1.128, 1.630, 0.783)
H (-1.952, 3.462, -0.615)
H (-0.971, 2.303, -1.512)
H (0.629, 2.943, -2.677)
H (1.510, 4.445, -2.348)
H (-0.033, 4.521, -3.209)
C (3.378, 0.604, 7.292)
O (2.855, 0.984, 6.028)
C (3.819, 1.079, 4.990)
C (3.536, 0.159, 3.798)
O (3.478, -1.246, 4.020)
C (2.505, -1.751, 4.929)
C (1.023, -1.521, 4.614)
O (0.661, -0.151, 4.508)
C (0.155, 0.228, 3.242)
H (3.464, 1.486, 7.932)
H (2.668, -0.085, 7.758)
H (4.344, 0.096, 7.218)
H (4.837, 0.905, 5.362)
H (3.782, 2.111, 4.625)
H (4.359, 0.305, 3.089)
H (2.649, 0.479, 3.253)
H (2.749, -1.433, 5.941)
H (2.658, -2.836, 4.940)
H (0.437, -1.943, 5.437)
H (0.748, -2.082, 3.707)
H (0.452, -0.457, 2.441)
H (0.549, 1.221, 3.002)
H (-0.936, 0.301, 3.287)

Values from the calculation:
frontier orbital gap = 0.2133 Eh
calculated total energy = -51300.99319 eV
charge = +1

Atom charges from the Löwdin analysis, given in e for atoms 1 to 8: number 1, C, carries -0.129; number 2, C, carries -0.149; number 3, B, carries -0.347; number 4, O, carries 0.104; number 5, C, carries 0.023; number 6, C, carries 0.101; number 7, C, carries 0.050; number 8, C, carries 0.006

***

Record 2
Below is the molecule C4H8N2 in a non-equilibrium geometry, with properties calculated with ωB97M-V/def2-TZVPD.

CARTESIAN COORDINATES (ANGSTROEM)
C (3.014, 0.147, -0.046)
C (1.615, -0.376, 0.033)
N (0.607, 0.395, -0.154)
N (-0.624, -0.306, -0.217)
C (-1.628, 0.468, 0.005)
C (-2.977, -0.170, -0.006)
H (3.452, 0.191, 1.074)
H (3.582, -0.701, -0.641)
H (3.051, 1.198, -0.534)
H (1.507, -1.455, 0.333)
H (-1.631, 1.568, 0.267)
H (-3.626, 0.133, 0.857)
H (-3.569, 0.126, -0.916)
H (-2.774, -1.220, -0.054)

Values from the calculation:
frontier orbital gap = 0.3817 Eh
SMILES = C/C=N/N=C/C
energy above the lowest of the compared OMol25 structures with the same formula, charge and spin = 2.0377 eV
calculated total energy = -7255.83771 eV
charge = 0

Atom charges from the natural (NBO) analysis, given in e for atoms 1 to 8: number 1, C, carries -0.671; number 2, C, carries 0.112; number 3, N, carries -0.315; number 4, N, carries -0.307; number 5, C, carries 0.123; number 6, C, carries -0.669; number 7, H, carries 0.231; number 8, H, carries 0.229